Entry from OMol25: one molecule with the formula C3HNO2 at a distorted geometry (wB97M-V/def2-TZVPD).

```
7
Properties=species:S:1:pos:R:3:forces:R:3
N -2.2229 -1.3697 0.4851 1.22 0.67 -0.06
C -1.1967 -0.8327 0.4605 -0.92 -0.45 -0.24
C 0.1211 -0.1654 0.4642 -0.06 -0.24 0.75
O 0.8394 -0.2315 1.4316 -0.41 -0.11 -0.34
C 0.6588 0.6647 -0.6985 -0.09 0.22 -0.71
O 0.1751 0.8581 -1.7779 -0.02 -0.34 0.80
H 1.6190 1.0641 -0.3507 0.29 0.25 -0.20
```
Positions in Å, forces in eV/Å.

Computed properties:
E_HOMO = -11.28 eV
2S+1 = 1
Energy = -320.095406 hartree
SMILES string = N#CC(=O)C=O
Max |F| = 1.39 eV/A
Gap between HOMO and LUMO = 0.3437 Eh